Record 1
The following is a DFT calculation (ωB97M-V/def2-TZVPD) of a cluster of 2 separate species, C2HO4 in total in a non-equilibrium geometry.

Calculated values
- Net charge: -1
- HOMO energy: -2.9 eV
- Energy relative to the best compared isomer or geometry (same formula, charge and spin): 143.7 kcal/mol
- E_tot: -377.64108 Ha
- HOMO-LUMO gap: 6.9 eV

Structure (XYZ):
```
7
C2HO4 (ωB97M-V/def2-TZVPD)
C -0.81 -1.49 -0.53
C 0.38 0.78 0.17
O -1.21 -2.03 0.48
O -0.65 -1.47 -1.70
O 0.31 1.60 1.30
O 1.51 1.08 0.97
H 0.47 1.53 -0.69
```

Results of the Mulliken charge analysis, in e, for atoms 1 through 2:
1 C 0.5373
2 C -0.1167

Record 2
The following is a DFT calculation (ωB97M-V/def2-TZVPD) of the ion C2HO4 with charge -1 in a non-equilibrium geometry.

Calculated values
- Net charge: -1
- HOMO energy: -4.5 eV
- SMILES string: O=C([O-])C1OO1
- Energy relative to the best compared isomer or geometry (same formula, charge and spin): 107.3 kcal/mol
- E_tot: -377.69914 Ha
- HOMO-LUMO gap: 8.8 eV

Structure (XYZ):
```
7
C2HO4 (ωB97M-V/def2-TZVPD)
C 0.35 -0.15 -1.02
C -0.02 0.03 0.56
O 1.50 0.15 -1.31
O -0.55 -0.42 -1.78
O -1.02 0.86 0.98
O -1.10 -0.44 1.34
H 0.83 -0.04 1.23
```

Results of the Mulliken charge analysis, in e, for atoms 1 through 2:
1 C 0.4471
2 C 0.2206

Record 3
The following is a DFT calculation (ωB97M-V/def2-TZVPD) of an isolated molecule of C2I2 in a non-equilibrium geometry.

Calculated values
- HOMO energy (alpha / beta): -8.0 / -8.1 eV
- SMILES string: IC#CI
- Energy relative to the best compared isomer or geometry (same formula, charge and spin): 129.7 kcal/mol
- E_tot: -671.30288 Ha
- HOMO-LUMO gap (alpha / beta): 6.7 / 6.7 eV

Structure (XYZ):
```
4
C2I2 (ωB97M-V/def2-TZVPD)
C -0.17 0.55 -0.62
C 0.25 -0.48 0.79
I -0.94 2.30 -1.18
I 0.87 -2.37 1.00
```

Results of the Mulliken charge analysis, in e, for atoms 1 through 2:
1 C -0.2199
2 C -0.2030

Record 4
The following is a DFT calculation (ωB97M-V/def2-TZVPD) of a structure of composition C2I2S2 in a non-equilibrium geometry.

Calculated values
- HOMO energy: -8.4 eV
- Energy relative to the best compared isomer or geometry (same formula, charge and spin): 10.2 kcal/mol
- E_tot: -1467.90049 Ha
- HOMO-LUMO gap: 5.9 eV

Structure (XYZ):
```
6
C2I2S2 (ωB97M-V/def2-TZVPD)
C 0.47 -0.49 0.04
C -0.46 0.60 -0.01
S -0.02 -1.98 -0.05
S -0.18 2.18 -0.09
I 2.60 -0.13 0.06
I -2.41 -0.17 0.05
```

Results of the Mulliken charge analysis, in e, for atoms 1 through 2:
1 C -0.0234
2 C 0.0859

Record 5
The following is a DFT calculation (ωB97M-V/def2-TZVPD) of a structure of composition C2INO4 in a non-equilibrium geometry.

Calculated values
- Net charge: -2
- HOMO energy: -0.6 eV
- Energy relative to the best compared isomer or geometry (same formula, charge and spin): 0.0 kcal/mol
- E_tot: -729.64358 Ha
- HOMO-LUMO gap: 5.6 eV

Structure (XYZ):
```
8
C2INO4 (ωB97M-V/def2-TZVPD)
C -0.82 1.19 0.24
C 0.50 -0.95 -0.16
N 1.32 -1.44 0.73
O -1.69 0.69 0.94
O -0.06 -1.50 -1.11
O -0.80 2.28 -0.33
O 0.40 0.43 0.05
I 2.02 -3.35 0.40
```

Results of the Mulliken charge analysis, in e, for atoms 1 through 2:
1 C 0.6042
2 C 0.7871

Record 6
The following is a DFT calculation (ωB97M-V/def2-TZVPD) of a structure of composition C2LiO4Sr in a non-equilibrium geometry.

Calculated values
- Net charge: -1
- HOMO energy: -1.6 eV
- E_tot: -415.40282 Ha
- HOMO-LUMO gap: 3.5 eV

Structure (XYZ):
```
8
C2LiO4Sr (ωB97M-V/def2-TZVPD)
O -1.23 0.07 -0.13
Sr 2.21 -0.66 -0.99
O -0.62 1.44 -1.85
O 0.03 -0.64 -1.76
C -0.76 0.29 -1.39
C -0.41 0.24 1.29
O -0.56 -0.50 2.24
Li 1.34 -0.23 2.58
```

Results of the Mulliken charge analysis, in e, for atoms 1 through 2:
1 O -0.2557
2 Sr 0.4746

Record 7
The following is a DFT calculation (ωB97M-V/def2-TZVPD) of an isolated molecule of C2N2 in a non-equilibrium geometry.

Calculated values
- HOMO energy: -12.0 eV
- Energy relative to the best compared isomer or geometry (same formula, charge and spin): 90.9 kcal/mol
- E_tot: -185.53350 Ha
- HOMO-LUMO gap: 10.8 eV

Structure (XYZ):
```
4
C2N2 (ωB97M-V/def2-TZVPD)
N -1.17 -0.08 -0.58
C -0.59 0.10 0.43
C 0.99 0.36 0.67
N 0.78 0.22 -0.52
```

Results of the Mulliken charge analysis, in e, for atoms 1 through 2:
1 N -0.2178
2 C 0.3901

Record 8
The following is a DFT calculation (ωB97M-V/def2-TZVPD) of the ion C2N2O2P with charge -1 in a non-equilibrium geometry.

Calculated values
- Net charge: -1
- HOMO energy: -6.0 eV
- SMILES string: N#CP(=O)([O-])C#N
- Energy relative to the best compared isomer or geometry (same formula, charge and spin): 1.6 kcal/mol
- E_tot: -677.67856 Ha
- HOMO-LUMO gap: 10.3 eV

Structure (XYZ):
```
7
C2N2O2P (ωB97M-V/def2-TZVPD)
C -0.12 -1.32 -0.70
C 0.80 1.01 0.75
N 0.24 -2.14 -1.42
N 1.51 1.89 0.95
O -1.15 1.12 -1.03
O -1.63 -0.36 1.25
P -0.71 0.13 0.19
```

Results of the Mulliken charge analysis, in e, for atoms 1 through 2:
1 C 0.1991
2 C 0.1965

Record 9
The following is a DFT calculation (ωB97M-V/def2-TZVPD) of an isolated molecule of C2N2OS in a non-equilibrium geometry.

Calculated values
- HOMO energy (alpha / beta): -9.1 / -9.3 eV
- SMILES string: S=N[C@]12N=C1O2
- Energy relative to the best compared isomer or geometry (same formula, charge and spin): 90.1 kcal/mol
- E_tot: -658.93315 Ha
- HOMO-LUMO gap (alpha / beta): 7.0 / 6.3 eV

Structure (XYZ):
```
6
C2N2OS (ωB97M-V/def2-TZVPD)
C -0.24 -0.27 0.07
C 0.91 0.73 -0.98
N 0.03 -0.19 -1.28
N -1.11 -0.63 0.93
O 0.91 0.68 0.36
S -1.27 -0.71 2.47
```

Results of the Mulliken charge analysis, in e, for atoms 1 through 2:
1 C 0.6344
2 C 0.4345

Record 10
The following is a DFT calculation (ωB97M-V/def2-TZVPD) of an isolated molecule of C2N2S in a non-equilibrium geometry.

Calculated values
- HOMO energy: -10.5 eV
- SMILES string: C1#S2=C1N=N2
- Energy relative to the best compared isomer or geometry (same formula, charge and spin): 123.5 kcal/mol
- E_tot: -583.67260 Ha
- HOMO-LUMO gap: 8.6 eV

Structure (XYZ):
```
5
C2N2S (ωB97M-V/def2-TZVPD)
C -0.87 0.18 -0.02
C -0.71 -0.91 -0.82
N -0.44 1.06 0.75
N 1.08 0.52 0.51
S 0.95 -0.86 -0.43
```

Results of the Mulliken charge analysis, in e, for atoms 1 through 2:
1 C 0.6505
2 C -0.3960

Record 11
The following is a DFT calculation (ωB97M-V/def2-TZVPD) of a cluster of 2 separate species, C2N2S2 in total in a non-equilibrium geometry.

Calculated values
- HOMO energy (alpha / beta): -10.1 / -10.1 eV
- Energy relative to the best compared isomer or geometry (same formula, charge and spin): 67.1 kcal/mol
- E_tot: -981.94988 Ha
- HOMO-LUMO gap (alpha / beta): 5.0 / 5.0 eV

Structure (XYZ):
```
6
C2N2S2 (ωB97M-V/def2-TZVPD)
C 1.88 0.36 -0.71
C -1.88 -0.10 0.72
N 2.16 0.83 -1.74
N -2.24 0.06 1.81
S 1.52 -0.51 0.66
S -1.44 -0.64 -0.74
```

Results of the Mulliken charge analysis, in e, for atoms 1 through 2:
1 C 0.3426
2 C 0.3944

Record 12
The following is a DFT calculation (ωB97M-V/def2-TZVPD) of the ion C2N3O3S with charge -1 in a non-equilibrium geometry.

Calculated values
- Net charge: -1
- HOMO energy (alpha / beta): -1.9 / -6.1 eV
- Energy relative to the best compared isomer or geometry (same formula, charge and spin): 55.7 kcal/mol
- E_tot: -864.19163 Ha
- Multiplicity: 3
- HOMO-LUMO gap (alpha / beta): 5.1 / 6.7 eV

Structure (XYZ):
```
9
C2N3O3S (ωB97M-V/def2-TZVPD)
C 0.64 0.19 1.51
C 1.04 0.57 -0.97
N 0.05 0.00 2.48
N -0.17 0.27 -1.26
N -1.02 -0.52 -0.60
O -0.63 -1.61 -0.23
O -2.17 -0.13 -0.50
O 1.39 0.44 0.55
S 2.20 1.23 -1.87
```

Results of the Mulliken charge analysis, in e, for atoms 1 through 2:
1 C 0.6145
2 C 0.3233

Record 13
The following is a DFT calculation (ωB97M-V/def2-TZVPD) of a structure of composition C2Na8O6 in a non-equilibrium geometry.

Calculated values
- Net charge: +4
- HOMO energy: -19.6 eV
- E_tot: -1824.23709 Ha
- HOMO-LUMO gap: 2.6 eV

Structure (XYZ):
```
16
C2Na8O6 (ωB97M-V/def2-TZVPD)
Na 1.48 0.44 0.15
Na -1.50 2.30 -0.03
Na -1.23 0.96 -2.74
Na 0.36 2.63 -1.89
Na 0.63 -1.99 0.09
Na -3.19 0.15 -0.90
Na -0.76 -1.77 -2.50
Na -0.79 -0.40 2.02
C 2.01 -0.61 2.07
O 0.88 -0.93 1.74
O 2.92 -0.43 1.33
O 2.08 -0.21 3.20
C -0.71 -0.06 -0.63
O -1.50 -0.42 -1.48
O -0.22 1.11 -0.78
O -0.47 -0.80 0.35
```

Results of the Mulliken charge analysis, in e, for atoms 1 through 2:
1 Na 0.9612
2 Na 0.8938

Record 14
The following is a DFT calculation (ωB97M-V/def2-TZVPD) of a structure of composition C2O6P in a non-equilibrium geometry.

Calculated values
- Net charge: -1
- HOMO energy: -6.6 eV
- E_tot: -869.23638 Ha
- HOMO-LUMO gap: 10.6 eV

Structure (XYZ):
```
9
C2O6P (ωB97M-V/def2-TZVPD)
C -0.96 0.42 0.38
C 0.25 1.20 -0.17
O -1.12 -0.70 -0.36
O -1.73 0.80 1.20
O 0.41 2.39 -0.07
O 0.91 -2.27 -1.12
O 0.69 -1.03 1.22
O 1.03 0.37 -0.84
P 0.52 -1.18 -0.24
```

Results of the Mulliken charge analysis, in e, for atoms 1 through 2:
1 C 0.7042
2 C 0.5820

Record 15
The following is a DFT calculation (ωB97M-V/def2-TZVPD) of a cluster of 2 separate species, C2S4 in total in a non-equilibrium geometry.

Calculated values
- HOMO energy: -8.8 eV
- Energy relative to the best compared isomer or geometry (same formula, charge and spin): 139.8 kcal/mol
- E_tot: -1668.73296 Ha
- HOMO-LUMO gap: 8.0 eV

Structure (XYZ):
```
6
C2S4 (ωB97M-V/def2-TZVPD)
C -1.36 -0.07 0.79
C 1.11 -0.27 -0.08
S -2.18 0.92 -0.29
S -2.43 -1.15 0.01
S 2.52 -1.13 -0.13
S 2.28 0.95 0.00
```

Results of the Mulliken charge analysis, in e, for atoms 1 through 2:
1 C 0.0186
2 C 0.1120

Record 16
The following is a DFT calculation (ωB97M-V/def2-TZVPD) of an isolated molecule of C2S4 in a non-equilibrium geometry.

Calculated values
- HOMO energy: -9.0 eV
- SMILES string: S=C1SSC1=S
- Energy relative to the best compared isomer or geometry (same formula, charge and spin): 24.4 kcal/mol
- E_tot: -1668.91678 Ha
- HOMO-LUMO gap: 6.7 eV

Structure (XYZ):
```
6
C2S4 (ωB97M-V/def2-TZVPD)
C 0.09 -0.18 -0.72
C 0.10 0.44 0.59
S 0.75 0.30 -2.11
S 0.77 1.83 1.08
S -0.86 -1.64 -0.37
S -0.85 -0.74 1.52
```

Results of the Mulliken charge analysis, in e, for atoms 1 through 2:
1 C 0.2226
2 C 0.2226

Record 17
The following is a DFT calculation (ωB97M-V/def2-TZVPD) of a cluster of 20 separate species, C30H100O20 in total in a non-equilibrium geometry.

Calculated values
- HOMO energy: -9.5 eV
- Energy relative to the best compared isomer or geometry (same formula, charge and spin): 150.4 kcal/mol
- E_tot: -2707.50186 Ha
- HOMO-LUMO gap: 9.4 eV

Structure (XYZ):
```
150
C30H100O20 (ωB97M-V/def2-TZVPD)
C 5.89 -1.44 -0.78
C 4.42 -1.40 -0.97
O 3.77 -0.92 0.24
H 6.43 -0.50 -0.68
H 6.34 -1.84 -1.69
H 6.21 -2.12 0.00
H 4.07 -2.37 -1.31
H 4.05 -0.69 -1.71
H 2.91 -0.63 -0.05
C -0.16 -0.26 4.82
C -1.59 -0.10 5.31
O -1.53 0.78 6.41
H -0.05 -1.05 4.07
H 0.44 -0.48 5.70
H 0.22 0.59 4.25
H -1.95 -1.08 5.63
H -2.26 0.22 4.51
H -2.46 0.98 6.58
C 5.37 -1.82 4.58
C 4.55 -1.41 3.33
O 4.54 -2.46 2.43
H 4.91 -2.55 5.23
H 5.52 -0.98 5.26
H 6.36 -2.18 4.30
H 5.14 -0.56 2.98
H 3.56 -1.15 3.69
H 4.35 -2.07 1.57
C 0.98 5.70 0.51
C 0.18 6.44 -0.57
O -1.09 5.89 -0.57
H 2.00 6.06 0.54
H 1.01 4.62 0.33
H 0.48 5.94 1.45
H 0.58 6.21 -1.56
H 0.16 7.49 -0.28
H -0.98 5.00 -0.91
C -2.75 0.90 -5.18
C -1.33 1.20 -5.59
O -0.87 0.38 -6.64
H -2.79 -0.16 -4.93
H -3.41 0.98 -6.04
H -3.17 1.39 -4.31
H -0.64 1.16 -4.75
H -1.34 2.23 -5.95
H 0.04 0.55 -6.91
C 3.45 0.49 -4.43
C 3.69 1.57 -3.44
O 2.77 1.71 -2.37
H 4.17 0.49 -5.25
H 2.43 0.45 -4.82
H 3.58 -0.49 -3.98
H 3.72 2.48 -4.04
H 4.67 1.45 -2.98
H 2.91 2.54 -1.91
C -0.06 -0.21 0.91
C 0.16 0.61 -0.40
O 1.26 -0.08 -1.03
H -0.78 0.24 1.60
H 0.84 -0.16 1.53
H -0.49 -1.19 0.74
H 0.50 1.64 -0.25
H -0.81 0.63 -0.89
H 1.75 0.57 -1.53
C -3.70 -5.75 0.89
C -3.33 -4.60 -0.10
O -4.49 -3.81 -0.31
H -2.81 -6.27 1.23
H -4.40 -6.39 0.36
H -4.15 -5.29 1.77
H -2.97 -5.00 -1.05
H -2.61 -3.87 0.25
H -4.25 -3.09 -0.90
C -3.27 -2.45 3.35
C -2.50 -3.52 4.06
O -3.42 -4.51 4.52
H -3.79 -2.91 2.51
H -2.55 -1.73 2.95
H -4.03 -1.93 3.93
H -2.01 -3.08 4.94
H -1.79 -3.91 3.33
H -3.04 -5.36 4.29
C 2.11 -3.28 -3.01
C 0.93 -3.22 -2.03
O 1.27 -2.69 -0.76
H 2.55 -2.29 -2.96
H 1.69 -3.53 -3.98
H 2.91 -3.97 -2.73
H 0.75 -4.29 -1.96
H 0.06 -2.65 -2.36
H 1.26 -1.73 -0.74
C -1.27 -3.06 -5.35
O -0.30 -2.02 -5.28
H -2.26 -2.63 -5.50
H -1.04 -3.70 -6.19
H -1.22 -3.67 -4.45
H -0.59 -1.21 -5.71
C -3.95 2.04 -1.49
O -3.18 2.97 -2.21
H -4.24 2.61 -0.61
H -4.83 1.74 -2.06
H -3.36 1.16 -1.25
H -3.45 3.84 -1.91
C 1.13 -3.59 2.52
O 0.14 -3.81 1.51
H 2.00 -4.23 2.42
H 1.45 -2.55 2.53
H 0.64 -3.73 3.48
H 0.46 -3.63 0.62
C 0.42 3.78 -3.13
O -0.32 3.57 -1.98
H 0.58 2.84 -3.66
H -0.05 4.47 -3.83
H 1.40 4.16 -2.83
H -1.17 3.19 -2.19
C -3.65 2.75 2.41
O -2.61 3.55 1.87
H -4.44 2.62 1.67
H -3.33 1.75 2.70
H -3.98 3.23 3.33
H -3.10 4.22 1.40
C -2.67 -1.54 -2.30
O -4.06 -1.71 -2.07
H -2.28 -2.28 -2.99
H -2.49 -0.53 -2.69
H -2.13 -1.67 -1.35
H -4.59 -1.51 -2.84
C -5.57 -0.90 0.77
O -6.31 -0.07 1.64
H -5.17 -0.24 0.01
H -4.77 -1.47 1.25
H -6.29 -1.66 0.47
H -6.48 0.79 1.24
C -0.08 3.48 4.25
O -0.04 3.36 2.85
H -0.67 2.73 4.78
H 0.93 3.30 4.62
H -0.41 4.49 4.47
H -0.89 3.41 2.42
C 3.08 1.61 2.69
O 2.32 2.24 1.71
H 3.07 2.18 3.62
H 2.69 0.61 2.86
H 4.11 1.72 2.35
H 1.44 2.33 2.09
C 4.88 3.06 -0.48
O 3.57 3.57 -0.42
H 5.38 3.23 0.48
H 4.73 1.98 -0.56
H 5.39 3.42 -1.37
H 3.13 3.32 0.40
```

Results of the Mulliken charge analysis, in e, for atoms 1 through 2:
1 C -1.7711
2 C 0.7950

Record 18
The following is a DFT calculation (ωB97M-V/def2-TZVPD) of a structure of composition C30H12BeF4N8O2.

Calculated values
- HOMO energy (alpha / beta): -8.5 / -7.8 eV
- E_tot: -2153.22956 Ha
- HOMO-LUMO gap (alpha / beta): 6.0 / 5.1 eV

Structure (XYZ):
```
57
C30H12BeF4N8O2 (ωB97M-V/def2-TZVPD)
Be -0.25 1.79 -0.19
O -3.47 2.45 -2.07
C -2.98 2.02 -1.06
N -1.77 2.55 -0.52
C -1.78 3.80 -0.04
C -2.84 4.75 -0.11
C -2.64 6.00 0.39
C -1.40 6.36 0.99
C -0.36 5.47 1.11
C -0.54 4.17 0.62
N 0.35 3.15 0.59
C 1.71 3.29 0.70
O 2.34 4.13 1.30
C 2.37 2.24 -0.17
C 3.73 1.98 -0.13
C 4.23 1.03 -1.01
C 3.37 0.39 -1.89
C 2.02 0.70 -1.85
N 1.53 1.61 -1.00
C -3.61 0.92 -0.27
C -4.53 0.09 -0.89
C -5.13 -0.90 -0.13
C -4.79 -1.01 1.20
C -3.86 -0.12 1.73
N -3.26 0.83 1.01
H -3.77 4.48 -0.59
H -3.43 6.73 0.33
H -1.28 7.37 1.37
H 0.57 5.74 1.58
H 4.35 2.52 0.57
H 5.29 0.79 -1.00
H 3.73 -0.34 -2.59
H 1.31 0.22 -2.51
H -4.76 0.23 -1.94
H -5.83 -1.59 -0.58
H -5.22 -1.78 1.83
H -3.57 -0.17 2.78
F -0.63 -5.18 -0.71
C 0.51 -4.62 -0.30
C 1.59 -5.44 -0.13
F 1.44 -6.73 -0.39
C 2.86 -4.97 0.30
C 2.90 -3.57 0.54
C 1.81 -2.77 0.37
F 1.96 -1.46 0.64
C 0.55 -3.24 -0.06
C -0.58 -2.37 -0.24
C -0.50 -0.99 -0.07
N -0.42 0.15 0.08
C -1.88 -2.82 -0.64
N -2.94 -3.14 -0.94
F 4.03 -3.00 0.93
C 3.98 -5.81 0.49
C 5.23 -5.35 0.98
N 6.25 -5.02 1.40
C 3.96 -7.21 0.21
N 4.02 -8.34 0.00
```

Results of the Mulliken charge analysis, in e, for atoms 1 through 2:
1 Be -0.6923
2 O -0.5606